Here is C26H30B3Cl69IO4P as an isolated structure in a non-equilibrium geometry from OMol25. Energies are from ωB97M-V/def2-TZVPD.

The charge is 0. For the frontier orbital gap, the calculation gives 8.674 eV. The HOMO energy comes out at -8.81 eV. The value obtained for the total energy is -33776.64212 hartree. The energy above the lowest of the compared OMol25 structures with the same formula, charge and spin is 94.6 kJ/mol. The molecular weight comes out at 3043.09 g mol⁻¹.

Last column: Löwdin charge in e.
Element x y z (Å)
1 C 4.2146 -0.9065 -3.1411  -0.006
2 C 4.6563 0.2407 -3.5756  -0.168
3 C 4.7833 1.4308 -2.6941  -0.061
4 B 3.4749 2.2725 -2.8041  -0.598
5 O 3.4257 3.6185 -3.0765  0.290
6 B 2.7895 3.8138 -4.2520  -0.440
7 O 1.9232 2.8346 -4.6973  0.221
8 B 1.4712 1.9431 -3.7788  -0.814
9 P -0.2866 1.0844 -4.0424  0.515
10 O 0.1699 -0.4573 -4.3727  -0.405
11 I -1.1342 1.0465 -1.7341  0.468
12 O 2.2422 1.6426 -2.6979  0.223
13 H 4.2781 -1.8136 -3.7085  0.044
14 H 3.7737 -0.9482 -2.1667  0.006
15 H 4.9076 0.3925 -4.6104  0.106
16 H 4.9477 1.1076 -1.6742  0.060
17 H 5.6339 2.0270 -2.9909  0.102
18 H 2.9476 4.7822 -4.9104  0.105
19 H 0.8408 -0.7930 -3.7560  0.046
20 C -3.7042 0.7015 1.8177  -1.504
21 Cl -1.9676 0.8316 1.5516  0.462
22 Cl -4.0989 -0.8089 2.6254  0.549
23 Cl -4.3163 2.0559 2.7800  0.581
24 H -4.2033 0.7185 0.8579  0.014
25 C -3.7834 -3.4325 -0.7145  -1.539
26 Cl -3.0163 -1.8454 -0.7413  0.469
27 Cl -2.7078 -4.6370 0.0007  0.526
28 Cl -5.3209 -3.3824 0.1439  0.526
29 H -3.9770 -3.7268 -1.7361  0.012
30 C -2.7259 4.5938 -4.6184  -1.520
31 Cl -2.8820 3.8924 -6.2189  0.541
32 Cl -4.2154 4.3946 -3.6932  0.489
33 Cl -1.3972 3.8699 -3.7081  0.503
34 H -2.5246 5.6503 -4.7311  0.009
35 C -1.0500 -2.4743 3.7947  -1.511
36 Cl 0.3840 -3.2058 3.0798  0.525
37 Cl -2.3474 -3.6516 3.9749  0.529
38 Cl -0.6563 -1.7396 5.3567  0.550
39 H -1.3938 -1.6894 3.1354  -0.045
40 C -5.2396 7.3492 -7.9457  -1.533
41 Cl -6.5141 6.5853 -8.8959  0.537
42 Cl -5.0096 6.4910 -6.4271  0.505
43 Cl -3.7367 7.4301 -8.8655  0.535
44 H -5.5506 8.3592 -7.7195  0.013
45 C -3.6236 1.9000 6.1923  -1.554
46 Cl -1.9526 2.3854 5.8693  0.529
47 Cl -3.6776 0.2700 6.8451  0.491
48 Cl -4.4193 3.0672 7.2469  0.545
49 H -4.1425 1.8788 5.2435  -0.080
50 C -6.8427 6.0452 -12.8909  -1.564
51 Cl -7.5089 4.5083 -13.4500  0.517
52 Cl -5.0881 6.0597 -13.0413  0.527
53 Cl -7.5707 7.3908 -13.7583  0.509
54 H -7.0861 6.1531 -11.8432  -0.025
55 C -0.0658 -4.6151 7.0357  -1.568
56 Cl 1.5793 -5.1923 6.7785  0.496
57 Cl -1.1932 -5.9624 7.1903  0.536
58 Cl -0.1595 -3.5378 8.4218  0.530
59 H -0.3503 -4.0353 6.1661  -0.091
60 C 4.2673 -4.3527 2.8466  -1.476
61 Cl 3.2936 -4.7785 4.2471  0.501
62 Cl 5.0685 -5.7756 2.1747  0.525
63 Cl 3.2300 -3.5535 1.6690  0.468
64 H 5.0307 -3.6477 3.1438  -0.011
65 C -8.7164 7.0194 -4.2679  -1.543
66 Cl -8.7734 8.2003 -5.5820  0.518
67 Cl -9.6379 5.5773 -4.6857  0.534
68 Cl -7.0516 6.6091 -3.8752  0.486
69 H -9.1705 7.4674 -3.3960  0.011
70 C 4.9914 -5.9760 9.0669  -1.557
71 Cl 6.6865 -6.0608 9.5452  0.526
72 Cl 4.0139 -5.2382 10.3333  0.528
73 Cl 4.8076 -5.1019 7.5479  0.496
74 H 4.6359 -6.9851 8.9152  0.012
75 C -11.7522 7.6959 -12.8315  -1.552
76 Cl -10.8551 8.9824 -12.0215  0.517
77 Cl -12.5811 8.3141 -14.2587  0.528
78 Cl -10.6845 6.3610 -13.2529  0.503
79 H -12.4998 7.3274 -12.1441  0.009
80 C 3.3903 0.9154 0.6470  -1.532
81 Cl 4.8844 -0.0285 0.6614  0.572
82 Cl 2.0243 -0.0957 1.0846  0.538
83 Cl 3.5119 2.3147 1.7078  0.568
84 H 3.2323 1.2684 -0.3618  -0.023
85 C -3.9175 -3.2102 8.7527  -1.536
86 Cl -3.3083 -2.9737 7.1152  0.466
87 Cl -4.6758 -1.7321 9.3486  0.522
88 Cl -5.0381 -4.5681 8.8144  0.540
89 H -3.0744 -3.4391 9.3906  -0.005
90 C 5.5630 -7.9902 -0.7452  -1.568
91 Cl 4.1991 -8.4622 -1.7581  0.530
92 Cl 6.1159 -9.3396 0.2432  0.532
93 Cl 6.8793 -7.3438 -1.7241  0.521
94 H 5.2290 -7.2085 -0.0791  -0.086
95 C 4.4897 -4.6726 -1.2447  -1.469
96 Cl 6.0057 -4.7283 -0.3493  0.467
97 Cl 3.5940 -3.1993 -0.8665  0.497
98 Cl 4.7695 -4.8023 -2.9779  0.544
99 H 3.8862 -5.5165 -0.9412  -0.001
100 C 8.6507 -10.0696 3.8083  -1.558
101 Cl 8.0291 -11.3303 2.7421  0.515
102 Cl 10.3578 -9.7686 3.4921  0.528
103 Cl 7.7114 -8.5885 3.6452  0.511
104 H 8.5546 -10.4165 4.8270  0.009
105 C 1.7563 -6.6671 -4.9067  -1.546
106 Cl 2.9568 -7.9334 -5.1488  0.523
107 Cl 1.2985 -6.5546 -3.2042  0.511
108 Cl 2.3473 -5.1175 -5.4978  0.514
109 H 0.8732 -6.9278 -5.4717  0.010
110 C 6.0684 4.8863 -6.5388  -1.526
111 Cl 7.7797 4.9402 -6.9425  0.544
112 Cl 5.6968 3.4281 -5.6085  0.607
113 Cl 5.5809 6.3301 -5.6584  0.556
114 H 5.5052 4.8449 -7.4600  0.017
115 C 0.3633 1.7925 8.7971  -1.559
116 Cl 2.0090 1.1623 8.7658  0.537
117 Cl -0.7995 0.5023 9.0665  0.515
118 Cl 0.1919 3.0448 10.0300  0.542
119 H 0.1533 2.2410 7.8367  -0.030
120 C 7.9816 -1.8265 2.3906  -1.543
121 Cl 8.1493 -1.7300 4.1417  0.542
122 Cl 9.4481 -1.2705 1.5870  0.543
123 Cl 7.5757 -3.4684 1.8885  0.525
124 H 7.1722 -1.1743 2.0968  -0.031
125 C -5.9320 5.2242 0.7184  -1.555
126 Cl -5.3030 5.1479 -0.9272  0.487
127 Cl -6.3086 6.8850 1.1741  0.532
128 Cl -7.3447 4.1849 0.9012  0.523
129 H -5.1628 4.8596 1.3848  -0.012
130 C -1.6034 2.8252 13.4740  -1.571
131 Cl -2.9399 1.8625 12.8481  0.519
132 Cl -2.0999 4.4990 13.7240  0.521
133 Cl -0.9734 2.1286 14.9661  0.525
134 H -0.8103 2.8186 12.7407  -0.039

Force components x, y, z for each atom (eV/Å):
-0.4 -0.7 0.1
0.4 0.6 -0.4
-0.4 0.7 -0.1
0.2 -0.2 1.1
0.8 0.0 0.0
-0.3 0.9 -0.8
-0.3 0.3 -0.6
-1.0 -0.7 0.6
-0.5 -0.1 -1.1
0.5 -0.2 0.7
0.4 -0.1 0.1
0.3 -0.2 -0.1
-0.4 -0.3 -0.3
0.2 -0.3 0.5
0.5 -0.2 -0.3
0.1 -0.1 0.3
0.3 0.2 0.0
-0.1 0.1 0.1
-0.1 -0.1 -0.2
-0.1 -0.1 0.2
0.0 0.1 0.2
0.0 -0.1 0.0
0.0 0.2 -0.3
0.0 0.0 -0.1
0.0 -0.1 0.1
0.0 0.0 -0.1
0.0 0.0 0.0
-0.1 0.0 0.0
0.0 0.0 0.0
0.0 -0.1 0.0
0.2 -0.2 0.0
-0.1 0.0 -0.3
0.0 0.7 0.0
0.0 0.1 0.0
0.1 0.1 0.0
-0.2 0.1 0.0
0.0 -0.1 0.0
0.0 0.2 -0.2
-0.1 0.1 0.0
0.1 0.0 0.0
-0.1 0.0 0.0
0.0 0.1 -0.1
0.0 0.0 0.0
0.0 0.0 0.0
0.0 -0.1 0.0
0.1 0.0 -0.1
-0.1 0.2 -0.1
0.0 -0.1 0.0
0.0 0.1 0.1
0.0 0.0 0.0
0.0 0.0 0.0
0.0 0.0 0.0
0.2 0.1 -0.1
0.0 0.0 0.0
-0.1 -0.1 -0.2
-0.2 0.0 0.3
0.0 0.0 0.1
0.2 0.0 0.2
0.0 -0.1 0.1
-0.4 0.1 0.4
0.2 -0.1 0.2
-0.4 -0.4 1.0
0.3 -0.6 1.9
0.1 0.0 0.0
0.0 0.0 -0.1
0.0 0.0 0.0
0.0 0.0 0.0
-0.1 0.0 0.3
0.0 0.0 0.0
0.0 0.1 0.0
0.0 0.0 0.0
0.0 0.0 0.0
0.1 0.0 0.0
0.0 0.0 0.0
0.0 0.0 0.0
0.0 0.0 0.0
0.0 0.0 0.0
-0.2 -0.1 0.0
0.0 0.0 0.0
0.0 0.0 0.2
0.1 -0.1 0.0
-0.2 -0.1 0.0
0.0 0.0 0.0
-0.1 0.0 0.0
0.0 0.0 -0.1
-0.2 -0.1 0.0
0.0 -0.1 0.1
0.0 0.0 0.0
0.0 0.0 0.0
0.2 -0.2 -0.1
-0.1 0.1 0.0
0.0 0.0 0.0
0.1 -0.5 -0.2
0.0 0.0 0.1
0.0 0.1 -0.1
0.0 0.9 -1.1
0.2 0.3 -2.6
0.0 0.0 0.0
-0.1 -0.1 0.0
0.0 0.0 -0.1
0.0 0.0 0.0
0.0 0.0 0.0
0.0 0.1 0.0
0.0 0.0 0.0
0.1 0.0 0.1
0.0 0.0 0.0
0.0 0.0 0.0
-0.1 0.1 -0.1
0.0 0.0 0.0
0.0 0.1 0.0
0.0 0.0 0.0
0.1 -0.1 0.0
0.0 0.0 0.0
0.0 0.0 0.0
0.0 -0.1 0.1
0.0 0.0 0.0
-0.1 -0.1 0.0
0.0 0.1 0.0
0.0 0.0 0.0
0.2 0.0 0.0
0.0 0.0 0.0
0.0 0.0 0.0
0.2 0.2 0.3
-0.1 0.0 0.0
-0.1 0.0 0.0
0.0 0.0 0.2
0.0 0.0 0.0
0.0 0.0 0.0
0.0 0.0 0.0
-0.1 0.0 0.1
0.0 0.0 0.0
0.0 0.0 0.0
0.0 0.0 0.0
0.0 0.0 -0.1

Here is C53H44BF4N4O4S3SbSeV as an isolated structure in a non-equilibrium geometry from OMol25. Energies are from ωB97M-V/def2-TZVPD.

The charge is 0. For the frontier orbital gap (spin up / spin down), the calculation gives 6.353 / 6.914 eV. The HOMO energy (spin up / spin down) comes out at -7.61 / -7.62 eV. The value obtained for the total energy is -7770.91286 hartree. The molecular weight comes out at 1235.63 g mol⁻¹. Its spin multiplicity is 2.

Last column: Löwdin spin population.
Element x y z (Å)
1 V -0.2525 0.6448 0.1039  1.084
2 O -0.4005 -1.4617 -3.0945  -0.001
3 C -0.4488 -0.3550 -2.6581  -0.001
4 O -0.7181 -0.1524 -1.3173  -0.044
5 C -0.2928 0.9230 -3.3840  0.002
6 C 0.0082 0.8174 -4.7442  0.000
7 C 0.1432 1.9401 -5.5304  0.003
8 C -0.0567 3.1912 -4.9535  0.000
9 C -0.3568 3.3106 -3.6110  0.002
10 C -0.4580 2.1858 -2.7838  0.001
11 S -0.7967 2.5889 -1.0783  0.000
12 H 0.1220 -0.1751 -5.1598  0.000
13 H 0.4004 1.8503 -6.5769  0.000
14 H 0.0262 4.0855 -5.5581  0.000
15 H -0.5100 4.2890 -3.1726  -0.001
16 C 13.4234 -3.2919 -0.0032  0.000
17 O 12.3264 -4.1780 -0.1609  0.000
18 C 11.0809 -3.6403 -0.1765  0.000
19 C 10.0287 -4.5465 -0.3238  0.000
20 C 8.7281 -4.0983 -0.3575  0.000
21 C 8.4417 -2.7356 -0.2450  0.000
22 C 9.4916 -1.8460 -0.0961  0.000
23 C 10.8130 -2.2819 -0.0599  0.000
24 C 7.0380 -2.2932 -0.3143  0.000
25 N 6.0074 -3.0768 -0.5224  0.000
26 C 4.9195 -2.2293 -0.5236  0.000
27 C 5.2968 -0.9381 -0.3223  0.000
28 N 6.6671 -0.9811 -0.1889  0.000
29 C 4.3862 0.1692 -0.3270  0.000
30 C 4.7668 1.5068 -0.1714  0.001
31 C 3.8159 2.4844 -0.2644  0.000
32 C 2.4900 2.1055 -0.4811  0.002
33 N 2.0962 0.8429 -0.5780  0.003
34 C 3.0327 -0.1279 -0.5169  0.001
35 C 2.6033 -1.5124 -0.7214  0.000
36 N 1.2935 -1.7133 -0.9369  0.008
37 C 0.8776 -2.9318 -1.2061  0.001
38 C 1.7331 -4.0429 -1.2338  0.000
39 C 3.0689 -3.8522 -0.9843  0.000
40 C 3.5350 -2.5545 -0.7419  0.000
41 H 14.3144 -3.9116 -0.0047  0.000
42 H 13.3596 -2.7509 0.9432  0.000
43 H 13.4757 -2.5796 -0.8294  0.000
44 H 10.2610 -5.5994 -0.4126  0.000
45 H 7.9079 -4.7944 -0.4737  0.000
46 H 9.3107 -0.7810 -0.0062  0.000
47 H 11.6068 -1.5604 0.0532  0.000
48 H 7.2843 -0.2042 -0.0309  0.000
49 H 5.8047 1.7638 0.0066  0.000
50 H 4.0580 3.5308 -0.1483  0.000
51 H 1.7135 2.8542 -0.5362  0.001
52 H -0.1862 -3.0445 -1.3928  0.000
53 H 1.3344 -5.0255 -1.4460  0.000
54 H 3.7779 -4.6698 -0.9915  0.000
55 F 0.6582 2.5007 3.6450  0.000
56 B 0.4086 2.9388 2.3863  0.001
57 F 0.7058 1.5928 1.4917  0.000
58 F -0.8807 3.2151 2.0856  0.001
59 F 1.3231 3.8061 1.8652  0.000
60 C -3.8069 -4.2879 -0.1982  0.000
61 S -3.5033 -2.5578 0.0676  -0.003
62 C -3.4673 -2.0864 -1.6508  0.000
63 O -4.7637 -1.9766 0.6466  -0.001
64 H -4.7379 -4.4080 -0.7539  0.000
65 H -3.8835 -4.7646 0.7775  0.000
66 H -2.9646 -4.7100 -0.7484  0.000
67 H -2.5632 -2.4720 -2.1283  0.000
68 H -3.4590 -0.9958 -1.6760  0.000
69 H -4.3705 -2.4575 -2.1371  0.000
70 Se -0.2497 -1.4812 2.1415  0.000
71 C -0.5287 -1.1671 4.0088  -0.002
72 C 0.3702 -0.4108 4.7482  0.000
73 C 0.1751 -0.2714 6.1171  0.000
74 C -0.9094 -0.8795 6.7331  0.000
75 C -1.8214 -1.6090 5.9800  0.000
76 C -1.6344 -1.7556 4.6123  -0.001
77 H 1.1957 0.0857 4.2573  0.000
78 H 0.8710 0.3180 6.6995  0.000
79 H -1.0466 -0.7847 7.8026  0.000
80 H -2.6758 -2.0710 6.4578  0.000
81 H -2.3476 -2.3106 4.0153  0.000
82 S -1.8622 -0.0767 1.4754  -0.057
83 Sb -4.3189 1.7796 0.3270  0.000
84 C -5.4146 1.2079 -1.4115  0.000
85 C -5.2134 1.9223 -2.5945  0.000
86 C -5.8574 1.5490 -3.7666  0.000
87 C -6.7082 0.4507 -3.7703  0.000
88 C -6.9056 -0.2750 -2.6031  0.000
89 C -6.2594 0.0968 -1.4286  0.000
90 C -4.7540 3.8567 0.1535  0.000
91 C -6.0364 4.3511 -0.0943  0.000
92 C -6.2597 5.7147 -0.2146  0.000
93 C -5.1998 6.6075 -0.0984  0.000
94 C -3.9207 6.1305 0.1388  0.000
95 C -3.6990 4.7615 0.2670  0.000
96 C -5.7860 1.2183 1.7662  0.000
97 C -7.1607 1.3718 1.5762  0.000
98 C -8.0666 0.9408 2.5360  0.000
99 C -7.6095 0.3386 3.7010  0.000
100 C -6.2476 0.1749 3.9028  0.000
101 C -5.3443 0.6121 2.9414  0.000
102 H -4.5529 2.7834 -2.6034  0.000
103 H -5.6955 2.1146 -4.6759  0.000
104 H -7.2118 0.1585 -4.6834  0.000
105 H -7.5600 -1.1385 -2.6056  0.000
106 H -6.3993 -0.4918 -0.5298  0.000
107 H -6.8704 3.6733 -0.2129  0.000
108 H -7.2613 6.0824 -0.3999  0.000
109 H -5.3748 7.6719 -0.1928  0.000
110 H -3.0908 6.8201 0.2296  0.000
111 H -2.6932 4.4021 0.4675  0.000
112 H -7.5408 1.8094 0.6628  0.000
113 H -9.1294 1.0684 2.3711  0.000
114 H -8.3154 -0.0077 4.4455  0.000
115 H -5.8847 -0.2994 4.8064  0.000
116 H -4.2827 0.4735 3.1163  0.000

Force components x, y, z for each atom (eV/Å):
0.7 0.3 0.5
-0.2 -0.1 -0.6
-0.2 0.9 0.9
-0.5 -0.8 -1.6
0.0 0.0 0.2
-0.1 0.0 0.0
0.0 0.0 0.0
0.0 0.0 0.0
0.0 0.0 0.0
0.0 0.0 0.2
0.0 -0.3 0.0
0.0 0.0 0.0
0.0 0.0 0.0
0.0 0.0 0.0
0.0 0.0 0.0
-0.1 -0.1 0.0
0.0 0.1 0.0
0.1 0.0 0.0
0.0 0.0 0.0
0.0 -0.1 0.0
-0.3 0.0 0.0
0.2 0.1 0.0
-0.1 0.0 0.0
0.3 -0.1 0.0
-0.2 0.2 0.1
-0.3 -0.6 -0.1
0.1 0.5 0.0
-0.1 0.1 0.0
0.4 -0.1 0.1
0.1 0.0 0.0
-0.1 0.0 0.0
0.1 -0.1 0.0
-0.2 0.4 0.2
-0.4 -0.2 -0.2
-0.2 0.1 0.0
0.6 -0.4 0.4
0.1 -0.2 0.4
0.0 0.1 0.0
0.0 0.0 -0.1
0.3 -0.1 0.1
0.0 0.0 0.0
0.0 0.0 0.0
0.0 0.0 0.0
0.0 0.0 0.0
0.0 0.0 0.0
0.0 0.0 0.0
0.0 0.0 0.0
0.0 -0.1 0.0
0.0 0.0 0.0
0.0 0.0 0.0
0.0 0.0 0.0
0.2 0.0 0.0
0.0 0.0 0.0
0.0 0.0 0.0
0.0 0.1 0.0
0.4 -0.3 -0.2
-0.2 0.1 0.0
-0.3 0.1 0.0
0.0 0.1 0.1
-0.1 -0.3 -0.1
-0.3 0.5 0.5
0.0 0.1 -0.2
0.5 -0.3 -0.2
0.0 0.0 0.0
0.0 0.0 0.0
0.0 0.0 0.0
-0.1 0.0 0.0
0.0 0.0 0.0
0.0 0.1 0.0
-0.4 0.0 -0.4
0.3 0.2 0.2
0.0 0.0 0.0
0.0 0.0 0.0
0.0 0.0 0.0
0.0 0.0 -0.1
0.0 0.0 0.1
0.0 0.0 0.0
0.0 0.0 0.0
0.0 0.0 0.0
0.0 0.0 0.0
0.0 0.0 0.0
0.2 0.2 -0.2
0.0 -0.2 0.1
-0.1 0.0 -0.2
0.0 -0.1 0.0
0.0 0.0 0.0
0.0 0.0 0.0
0.1 0.0 0.0
0.0 0.1 0.0
0.0 0.3 -0.1
0.1 0.0 -0.1
0.0 0.0 0.0
0.0 0.0 0.0
0.0 -0.1 0.0
0.0 0.0 0.1
-0.3 -0.1 0.1
0.1 -0.1 0.1
0.1 0.0 0.0
0.0 0.0 0.0
0.0 0.0 0.0
0.0 0.1 0.0
0.0 0.0 0.0
0.0 0.0 0.0
0.0 0.0 0.0
0.0 0.0 0.0
0.0 0.0 0.0
0.0 0.0 0.0
0.0 0.0 0.0
0.0 0.0 0.0
0.0 0.0 0.0
-0.1 0.0 0.0
0.0 0.0 -0.1
0.0 0.0 0.0
0.0 0.0 0.0
0.0 0.0 0.0
0.0 0.0 0.0